Record 1
# C3H2Br2O

A 2-piece molecular cluster, C3H2Br2O overall at a distorted geometry (the ωB97M-V functional and the def2-TZVPD basis, the Open Molecules 2025 dataset).

Structure (XYZ):
```
8
Properties=species:S:1:pos:R:3:forces:R:3
C -0.068311 1.044824 -0.010972 0.18 0.32 -0.20
C -0.592514 -0.239442 0.370199 0.17 -2.07 4.48
C 0.545082 -0.168812 -0.618150 0.80 -0.16 -0.03
O -0.056754 2.223620 0.089253 -0.04 0.16 0.03
Br -2.284482 -0.966444 -0.052314 0.00 0.10 -0.17
Br 2.334220 -0.679106 -0.108624 -0.34 0.05 -0.05
H -0.230675 -0.767954 1.979864 -0.62 1.50 -4.12
H 0.353434 -0.446686 -1.649252 -0.14 0.09 0.06
```
Forces are in eV/Å.

The max |F| comes out at 4.9 eV/Å. Its charge is 0. For the HOMO energy, the calculation gives -9.672 eV. As for the spin multiplicity: 1. For the HOMO-LUMO gap, the calculation gives 8.19 eV. The LUMO energy comes out at -0.0543 hartree. Its energy above the lowest of the compared OMol25 structures with the same formula, charge and spin is 83.3 kcal per mole.

These are the Mulliken partial charges, in e, on atoms 1 to 6: atom 1 (C): 0.469, atom 2 (C): -0.263, atom 3 (C): -0.265, atom 4 (O): -0.424, atom 5 (Br): -0.064, atom 6 (Br): -0.108

***

Record 2
# C20H16N2O3

C20H16N2O3 in the gas phase at a distorted geometry (the ωB97M-V functional and the def2-TZVPD basis, the Open Molecules 2025 dataset).

Structure (XYZ):
```
41
Properties=species:S:1:pos:R:3:forces:R:3
C 3.523439 -1.558565 1.961733 -0.95 0.25 0.85
C 2.171655 -1.389617 1.215128 -0.10 -2.33 -1.25
O 1.523488 -2.360550 0.795094 1.32 3.44 1.38
O 1.894354 -0.023793 0.920970 -1.98 -1.15 0.71
C 0.476132 0.266212 0.896861 -2.64 -0.16 -1.05
C -0.339791 0.399523 -0.232207 3.96 0.08 0.93
C 0.294535 0.589167 -1.541714 -1.71 -0.63 0.01
C 1.356176 -0.225979 -1.855714 1.62 0.41 -1.51
C 2.015135 0.061558 -3.052501 -0.78 0.89 0.06
C 1.489737 0.932925 -4.021031 1.07 -0.05 0.34
C 2.302604 1.166758 -5.277868 -1.35 1.16 -0.41
C 0.314916 1.585577 -3.734995 -1.77 1.14 0.83
C -0.282658 1.493311 -2.470673 0.83 -0.71 0.74
O -1.671218 0.626465 -0.262956 -1.50 -0.93 2.16
C -2.451291 -0.273757 0.529296 -1.24 -1.36 0.28
C -3.464814 -1.037150 -0.144502 2.18 1.08 2.49
C -4.251584 -1.950935 0.499826 1.59 0.42 3.92
C -4.050602 -2.134462 1.936303 2.04 4.27 -2.92
N -3.178988 -1.312630 2.616060 -0.52 -1.34 -1.25
C -2.360426 -0.473862 1.948163 -1.54 -0.70 -2.12
N -1.441978 0.248448 2.656705 1.38 1.88 2.42
C -1.596218 0.876514 3.949694 -0.21 0.38 0.22
C -0.469404 1.590980 4.260044 0.77 -0.43 -0.42
C 0.424020 1.391163 3.147325 0.80 0.32 0.15
C -0.159227 0.588425 2.194774 0.57 0.39 1.03
H 3.323534 -1.742678 3.068613 -0.01 0.70 -1.28
H 4.052856 -2.489389 1.691035 -0.34 0.67 -0.49
H 4.102802 -0.627315 1.818494 -0.06 -0.72 0.25
H 1.828228 -0.998770 -1.244356 -0.72 0.50 0.07
H 3.033317 -0.222002 -3.132585 0.70 -0.92 -0.54
H 2.543880 0.193911 -5.613921 0.69 -0.83 -0.82
H 1.743616 1.708492 -6.082905 0.09 -0.64 0.70
H 3.189044 1.783467 -5.157628 0.24 -0.20 0.47
H -0.205069 2.273328 -4.407837 0.60 -0.24 -0.24
H -1.127832 2.113754 -2.097453 0.66 -0.57 -0.81
H -3.562985 -0.867378 -1.147571 -0.32 0.43 -2.53
H -5.031785 -2.428766 0.017671 -1.25 -1.10 -0.94
H -4.707329 -2.711804 2.484310 -0.95 -1.29 1.25
H -2.470109 0.958002 4.627433 0.24 -0.94 -1.31
H -0.207179 2.149018 5.210494 -0.73 -0.80 -1.48
H 1.427017 1.832406 3.032395 -0.66 -0.39 0.10
```
Forces are in eV/Å.

The max |F| comes out at 5.6 eV/Å. Its charge is 0. For the HOMO energy, the calculation gives -7.632 eV. As for the spin multiplicity: 1. For the HOMO-LUMO gap, the calculation gives 8.14 eV. As for the structure (SMILES): CC(=O)OC1=C(c2ccc(C)cc2)Oc2cccnc2-n2cccc21. The LUMO energy comes out at 0.0189 hartree. Its energy above the lowest of the compared OMol25 structures with the same formula, charge and spin is 76.8 kcal per mole.

These are the Mulliken partial charges, in e, on atoms 1 to 6: atom 1 (C): -1.175, atom 2 (C): 0.884, atom 3 (O): -0.535, atom 4 (O): -0.415, atom 5 (C): 0.193, atom 6 (C): 0.636

***

Record 3
# C17H20Cl3LaO3

C17H20Cl3LaO3 as an isolated structure at a distorted geometry (the ωB97M-V functional and the def2-TZVPD basis, the Open Molecules 2025 dataset).

Structure (XYZ):
```
44
Properties=species:S:1:pos:R:3:forces:R:3
La 0.029384 0.075287 0.888249 0.28 -0.41 -1.13
C 2.356061 0.683583 2.198730 0.58 0.51 -0.59
C 2.810119 -0.170008 1.146315 0.22 0.80 -0.11
C 2.642721 0.525244 -0.089947 0.29 0.50 0.75
H 3.274033 -1.149962 1.268627 -0.34 0.29 -0.02
C 2.075281 1.808417 0.193673 0.63 -0.41 0.40
C 1.898689 1.906480 1.609941 0.84 -0.36 -0.10
H 1.526607 2.776219 2.150550 0.05 -0.30 -0.16
H 2.414346 0.471074 3.263922 -0.15 -0.01 -0.33
H 2.979009 0.178246 -1.067227 -0.35 0.01 0.31
H 1.886502 2.596511 -0.535373 -0.10 -0.30 0.21
C -2.508439 0.670151 1.728000 -0.17 1.01 -0.59
C -1.704509 1.802086 2.092149 -0.75 0.11 -0.99
C -1.329059 2.480651 0.886867 -1.06 -0.52 0.03
H -1.475591 2.123223 3.101629 0.08 -0.14 -0.15
C -1.901114 1.772317 -0.218586 -0.50 0.05 0.97
C -2.631559 0.651822 0.301510 0.09 1.00 0.54
H -3.231188 -0.041051 -0.284560 0.32 0.06 0.15
H -2.981795 -0.017948 2.417355 0.20 0.04 -0.11
H -0.751707 3.396079 0.819755 -0.01 -0.19 0.02
H -1.868239 2.084095 -1.258223 0.18 -0.19 0.22
O 0.016433 -0.769974 -1.288414 0.84 -2.64 2.02
C -0.160263 -0.231452 -3.060164 0.31 -0.37 -3.53
C 0.528489 -1.592688 -3.348329 -0.57 1.42 0.04
C 0.637339 0.998987 -3.211891 0.10 0.43 -0.32
C -1.610553 -0.190494 -3.338905 -0.32 0.36 -0.31
C 0.547047 -2.010734 -1.895048 -0.59 1.44 1.64
H 1.528451 -1.474790 -3.781226 -0.10 -0.02 0.01
H -0.074460 -2.245309 -3.988356 0.07 0.03 -0.03
H -0.132903 -2.827512 -1.653996 0.11 -0.22 0.02
H 1.539423 -2.208222 -1.489618 0.08 -0.25 0.03
H 0.676744 1.326557 -4.288356 0.12 0.10 0.41
H 1.682433 0.881457 -2.858282 -0.54 0.00 -0.18
H 0.185933 1.830852 -2.633950 0.20 -0.20 -0.19
H -1.817238 -0.333950 -4.435562 -0.13 0.10 0.38
H -2.036990 0.787646 -3.043309 0.04 -0.41 -0.15
H -2.169392 -0.975121 -2.796249 0.20 0.21 -0.15
Cl -0.127338 -2.805326 5.757266 -0.12 0.08 0.31
C -0.636779 -2.009734 4.290733 0.59 -0.14 -0.52
Cl -2.396202 -2.145742 4.055539 -0.10 0.00 0.13
Cl -0.174612 -0.255430 4.352881 -0.22 -0.42 0.09
C 0.030675 -2.680494 3.006082 -0.08 1.08 -1.32
O 0.507176 -3.784110 3.097755 -0.19 0.34 -0.08
O -0.052986 -1.906953 1.938051 -0.01 -2.47 2.36
```
Forces are in eV/Å.

The max |F| comes out at 3.6 eV/Å. Its charge is -2. For the HOMO energy (alpha / beta), the calculation gives 0.402 / 1.983 eV. As for the spin multiplicity: 1. For the HOMO-LUMO gap (alpha / beta), the calculation gives 3.59 / 2.00 eV. The LUMO energy (alpha / beta) comes out at 0.1465 / 0.1463 hartree.

These are the Mulliken partial charges, in e, on atoms 1 to 6: atom 1 (La): 0.763, atom 2 (C): -0.544, atom 3 (C): -0.880, atom 4 (C): -0.290, atom 5 (H): 0.423, atom 6 (C): -0.543